ORCA calculation (ωB97M-V/def2-TZVPD) on one molecule with the formula C29H35N7O at a distorted geometry.

SMILES: COc1ccc(Cn2nnnc2[C@@H](c2ccc3ncccc3c2)N2CCN(C3CCCCC3)CC2)cc1
gap between HOMO and LUMO: 8.8 eV
total charge: 0
calculated total energy: -1584.584798 Ha

The geometry in XYZ format:
```
72
C29H35N7O, DFT ωB97M-V/def2-TZVPD
C 5.0966 2.8247 -1.9110
O 5.0344 1.5230 -2.4416
C 3.8941 0.8036 -2.2699
C 2.7512 1.2617 -1.6247
C 1.6572 0.4253 -1.4843
C 1.6755 -0.8675 -1.9807
C 0.5100 -1.7964 -1.7587
N 0.8527 -2.8438 -0.8278
N 1.2388 -4.0498 -1.2529
N 1.4885 -4.7607 -0.2356
N 1.2844 -4.0821 0.8850
C 0.8907 -2.8798 0.5295
C 0.5574 -1.7682 1.4663
C 1.7860 -0.9208 1.7387
C 1.7889 -0.0650 2.8633
C 2.8454 0.7556 3.1329
C 3.9902 0.7386 2.3090
N 5.0068 1.5820 2.5763
C 6.0744 1.5228 1.8308
C 6.2436 0.6178 0.7666
C 5.2206 -0.2409 0.4694
C 4.0370 -0.1878 1.2340
C 2.9167 -0.9984 0.9684
N -0.5856 -1.0416 0.8992
C -1.7956 -1.8442 1.0028
C -2.9278 -1.1867 0.2187
N -3.1771 0.1295 0.7657
C -4.4002 0.7909 0.3324
C -4.6039 0.8845 -1.1871
C -5.8526 1.7059 -1.4944
C -7.0807 1.0821 -0.8382
C -6.8767 0.9552 0.6687
C -5.6271 0.1328 0.9694
C -1.9778 0.9268 0.6349
C -0.8542 0.2763 1.4409
C 2.8142 -1.3178 -2.6427
C 3.9084 -0.4941 -2.7887
H 6.0942 3.1911 -2.1472
H 4.3527 3.4824 -2.3718
H 4.9599 2.8225 -0.8245
H 2.7039 2.2587 -1.2164
H 0.7797 0.7869 -0.9707
H 0.2344 -2.2996 -2.6897
H -0.3376 -1.2458 -1.3483
H 0.2788 -2.2411 2.4280
H 0.9349 -0.0679 3.5242
H 2.8392 1.4215 3.9814
H 6.8604 2.2257 2.0791
H 7.1629 0.6133 0.2022
H 5.2979 -0.9534 -0.3394
H 2.9937 -1.6859 0.1408
H -1.6040 -2.8415 0.5992
H -2.1070 -1.9520 2.0555
H -3.8241 -1.7988 0.3162
H -2.6440 -1.1445 -0.8486
H -4.3352 1.8125 0.7282
H -3.7313 1.3485 -1.6530
H -4.7209 -0.1179 -1.6040
H -5.9987 1.7662 -2.5752
H -5.7181 2.7231 -1.1186
H -7.9619 1.6928 -1.0447
H -7.2534 0.0911 -1.2642
H -7.7491 0.4814 1.1232
H -6.7713 1.9507 1.1059
H -5.4706 0.0528 2.0460
H -5.7618 -0.8741 0.5713
H -2.1665 1.9264 1.0322
H -1.6537 1.0246 -0.4178
H 0.0461 0.8887 1.3675
H -1.1735 0.2275 2.4948
H 2.8416 -2.3263 -3.0300
H 4.7979 -0.8330 -3.2960
```